159
Properties=species:S:1:pos:R:3:mulliken_charge:R:1 method="wB97M-V/def2-TZVPD" e_lumo_ha=0.010 e_homo_ha=-0.3503 e_tot_ha=-2639.91366 gap_ev=9.8
C 4.596 -2.052 2.576 -0.410
C 5.084 -0.880 3.402 -0.434
O 5.621 0.155 2.633 -0.578
H 5.435 -2.531 2.070 0.330
H 3.882 -1.714 1.825 -0.197
H 4.209 -2.869 3.185 0.446
H 5.906 -1.260 4.009 0.399
H 4.275 -0.524 4.040 0.178
H 4.901 0.649 2.233 0.195
C 1.152 -0.766 -4.320 -0.559
C 1.154 -2.271 -4.150 -0.481
O 0.358 -2.808 -3.092 -0.420
H 1.400 -0.242 -3.397 -0.225
H 0.118 -0.559 -4.596 0.312
H 1.696 -0.488 -5.223 0.495
H 2.170 -2.637 -4.007 0.193
H 0.824 -2.782 -5.054 0.513
H 0.524 -3.752 -3.143 0.251
C 1.612 4.766 -2.494 -0.800
C 2.038 3.478 -3.246 0.322
O 3.318 3.607 -3.699 -0.600
H 0.651 4.605 -2.005 -0.067
H 1.524 5.598 -3.193 0.407
H 2.408 4.967 -1.778 0.272
H 1.350 3.229 -4.054 0.499
H 2.063 2.633 -2.557 -0.298
H 3.521 2.827 -4.220 0.323
C 0.478 4.020 1.533 0.672
C 1.554 4.392 2.619 -0.782
O 2.234 3.223 2.991 -0.608
H -0.155 3.252 1.977 -0.649
H 0.870 3.531 0.641 -0.231
H -0.092 4.856 1.128 0.491
H 1.109 4.856 3.499 0.363
H 2.230 5.190 2.311 0.371
H 1.544 2.665 3.356 0.381
C -6.422 1.009 1.251 -1.218
C -5.777 0.862 -0.214 0.066
O -4.538 1.535 -0.187 0.497
H -7.447 0.640 1.288 0.463
H -6.542 2.087 1.365 0.295
H -5.767 0.561 1.998 0.108
H -6.399 1.304 -0.992 0.431
H -5.621 -0.184 -0.476 0.037
H -4.068 1.306 -0.993 -0.114
C -2.641 4.508 -0.591 -0.525
C -3.113 4.640 0.873 -0.203
O -4.367 4.056 1.027 -0.592
H -1.694 5.028 -0.737 0.356
H -3.371 5.058 -1.184 0.466
H -2.621 3.512 -1.032 -0.236
H -3.307 5.683 1.122 0.436
H -2.417 4.217 1.598 -0.028
H -4.306 3.135 0.764 0.154
C -3.297 1.761 3.316 0.477
C -3.430 1.588 4.834 -0.857
O -2.255 0.929 5.327 -0.423
H -4.148 2.371 3.012 0.464
H -3.380 0.785 2.839 -0.365
H -2.315 2.206 3.156 -0.353
H -4.245 0.913 5.094 0.369
H -3.578 2.578 5.267 0.410
H -2.527 0.660 6.208 0.274
C -3.989 2.526 -3.645 -1.593
C -2.852 1.489 -3.509 0.824
C -1.521 2.038 -3.961 -1.142
O -2.836 1.020 -2.161 0.597
H -4.203 2.739 -4.692 0.452
H -3.627 3.440 -3.173 0.312
H -4.890 2.250 -3.097 0.242
H -3.041 0.576 -4.074 0.073
H -0.693 1.352 -3.783 -0.073
H -1.218 2.922 -3.400 0.219
H -1.553 2.402 -4.988 0.587
H -2.189 0.315 -2.083 -0.473
C 4.668 -2.161 -2.532 -0.197
C 6.167 -2.050 -2.485 0.044
C 6.744 -2.702 -1.187 -1.007
O 6.688 -2.668 -3.613 -0.571
H 4.066 -1.878 -1.668 -0.545
H 4.439 -3.201 -2.761 0.516
H 4.198 -1.564 -3.313 0.243
H 6.484 -1.007 -2.475 0.255
H 6.526 -3.770 -1.185 0.383
H 6.301 -2.225 -0.313 0.062
H 7.827 -2.597 -1.133 0.362
H 6.582 -3.604 -3.428 0.408
C -5.055 -2.720 -2.050 -0.912
C -4.700 -1.969 -3.374 1.258
C -3.330 -2.430 -3.851 -1.036
O -5.658 -2.333 -4.310 -0.627
H -4.322 -2.431 -1.296 -0.185
H -5.168 -3.799 -2.155 0.389
H -6.041 -2.361 -1.755 0.331
H -4.746 -0.884 -3.287 -0.319
H -3.326 -3.458 -4.213 0.517
H -2.649 -2.383 -3.001 -0.024
H -3.018 -1.749 -4.643 0.328
H -6.435 -1.785 -4.178 0.392
C 1.316 -0.336 -0.550 -0.246
C -0.168 -0.665 -0.387 3.371
C -0.943 0.455 0.336 -0.488
O -0.802 -0.651 -1.671 -0.099
H 1.875 -1.097 -1.096 0.495
H 1.827 -0.189 0.401 0.287
H 1.449 0.579 -1.127 -1.127
H -0.259 -1.623 0.124 -0.949
H -2.015 0.273 0.408 -0.339
H -0.759 1.386 -0.201 0.218
H -0.560 0.580 1.349 -0.439
H -0.373 -1.340 -2.184 -0.988
C -3.039 -2.075 2.178 0.255
C -3.656 -3.444 2.506 0.295
C -3.446 -4.485 1.447 -0.958
O -3.021 -3.991 3.660 -0.555
H -1.999 -2.187 1.870 -0.612
H -3.031 -1.405 3.038 -0.049
H -3.542 -1.563 1.357 0.163
H -4.728 -3.301 2.639 0.348
H -2.403 -4.740 1.263 0.230
H -3.860 -4.114 0.510 -0.003
H -4.009 -5.391 1.668 0.465
H -3.588 -4.719 3.923 0.353
C 1.081 -0.173 5.576 -1.611
C 1.154 0.089 4.041 1.243
C 0.517 -1.081 3.304 -1.098
O 0.423 1.276 3.784 -0.235
H 1.536 0.653 6.122 0.443
H 1.479 -1.121 5.939 0.411
H 0.072 -0.112 5.983 0.206
H 2.163 0.230 3.654 -0.289
H -0.459 -1.276 3.749 0.346
H 1.068 -2.008 3.458 0.597
H 0.496 -0.915 2.227 -0.195
H -0.502 1.081 3.952 -0.151
C 4.709 3.537 0.095 -1.577
C 4.005 2.186 -0.097 1.806
C 4.855 1.094 -0.794 -1.231
O 3.738 1.683 1.181 0.058
H 5.779 3.459 0.289 0.304
H 4.258 4.114 0.902 0.372
H 4.580 4.087 -0.837 0.384
H 3.064 2.236 -0.645 -0.665
H 5.816 0.950 -0.301 0.432
H 5.050 1.321 -1.842 0.507
H 4.323 0.146 -0.872 -0.319
H 3.248 2.315 1.713 0.071
C 3.117 -4.481 0.210 -1.274
C 1.991 -4.073 1.064 1.996
C 0.560 -4.301 0.469 -0.927
O 2.084 -4.833 2.254 -0.682
H 2.858 -5.468 -0.173 0.460
H 4.010 -4.424 0.832 0.358
H 3.245 -3.765 -0.601 -0.064
H 1.997 -3.000 1.255 -0.749
H 0.358 -5.338 0.202 0.548
H 0.393 -3.765 -0.466 -0.024
H -0.195 -4.020 1.202 -0.025
H 1.272 -4.705 2.750 0.397

***

34
Properties=species:S:1:pos:R:3:mulliken_charge:R:1 method="wB97M-V/def2-TZVPD" e_lumo_ha=0.022 e_homo_ha=-0.3154 smiles="Cn1cnc2c1c(=O)n(Cc1cccc(Br)c1)c(=O)n2C" e_tot_ha=-3484.88877 gap_ev=9.2
C -2.233 3.196 1.466 -0.926
N -2.491 1.792 1.298 -0.032
C -3.438 1.044 1.892 -0.417
N -3.416 -0.221 1.528 -0.755
C -2.396 -0.304 0.647 1.437
C -1.795 0.936 0.478 -0.220
C -0.680 1.136 -0.394 0.488
O -0.088 2.177 -0.608 -0.712
N -0.313 -0.060 -1.020 -0.060
C 0.847 0.005 -1.893 -1.923
C 2.150 -0.229 -1.173 1.132
C 3.340 -0.117 -1.884 -0.679
C 4.556 -0.325 -1.260 -0.548
C 4.609 -0.647 0.087 -0.416
C 3.421 -0.755 0.784 -0.356
Br 3.460 -1.192 2.638 -0.218
C 2.196 -0.552 0.174 -0.001
C -0.895 -1.318 -0.875 0.893
O -0.476 -2.277 -1.485 -0.664
N -1.964 -1.412 -0.014 0.002
C -2.622 -2.683 0.196 -1.125
H -2.007 3.418 2.510 0.335
H -3.101 3.781 1.158 0.329
H -1.378 3.462 0.845 0.293
H -4.142 1.442 2.595 0.453
H 0.722 -0.753 -2.672 0.519
H 0.859 1.001 -2.345 0.499
H 3.309 0.135 -2.933 0.412
H 5.474 -0.236 -1.821 0.373
H 5.553 -0.809 0.583 0.407
H 1.291 -0.648 0.754 0.407
H -2.100 -3.431 -0.396 0.384
H -2.587 -2.942 1.254 0.350
H -3.664 -2.613 -0.115 0.339

***

8
Properties=species:S:1:pos:R:3:mulliken_charge:R:1 method="wB97M-V/def2-TZVPD" e_lumo_ha="-0.025 / 0.004" e_homo_ha="-0.3012 / -0.2857" e_tot_ha=-754.66191 gap_ev="7.5 / 7.9"
C 0.678 -0.008 1.552 -0.359
O 0.629 0.486 0.349 -0.169
P 1.000 0.281 -1.147 0.070
I 1.432 -2.115 -1.238 -0.139
H 0.838 -0.931 1.977 0.303
H -2.830 0.493 -1.787 0.041
H 0.638 0.666 2.333 0.292
H -2.384 1.129 -2.040 -0.039

***

Relative energy (zero: lowest compared OMol25 entry of this formula, charge and spin)? In order: 0.0, 0.0, 75.6 kcal per mole.